1.
{"formula": "C34H50AuBIN6O2", "method": "ωB97M-V/def2-TZVPD", "e_lumo_ev": [-1.85, -7.11], "e_homo_ev": [-10.789, -10.783], "orbital_gap_ev": [8.936, 3.677], "multiplicity": 3, "s2": 2.014, "charge": 1, "e_above_lowest_ev": 0.529, "elements": ["Au", "C", "C", "C", "C", "C", "C", "C", "C", "C", "N", "N", "B", "N", "N", "C", "C", "C", "C", "C", "C", "C", "C", "C", "N", "N", "C", "C", "C", "C", "C", "C", "C", "C", "C", "H", "H", "H", "H", "H", "H", "H", "H", "H", "H", "H", "H", "H", "H", "H", "H", "H", "H", "H", "H", "H", "H", "H", "H", "H", "H", "H", "H", "H", "H", "H", "H", "H", "H", "H", "H", "H", "H", "H", "H", "H", "H", "H", "H", "H", "H", "I", "C", "C", "C", "C", "C", "C", "C", "O", "O", "H", "H", "H", "H"], "xyz": [[-0.311, 0.540, 1.689], [-1.920, 2.718, 3.113], [-2.308, 3.550, 1.896], [-3.833, 3.608, 1.746], [-1.698, 3.088, 0.604], [-1.536, 3.829, -0.564], [-0.960, 2.980, -1.494], [-0.430, 3.391, -2.843], [-1.087, 2.736, -4.057], [1.095, 3.254, -2.870], [-0.821, 1.771, -0.913], [-1.265, 1.848, 0.373], [-0.265, 0.413, -1.421], [-1.199, -0.724, -0.911], [-1.223, -1.045, 0.413], [-2.148, -1.982, 0.611], [-2.719, -2.298, -0.621], [-2.124, -1.476, -1.558], [-2.593, -1.331, -2.983], [-1.571, -1.611, -4.083], [-3.294, 0.021, -3.155], [-2.532, -2.589, 1.930], [-2.588, -1.594, 3.086], [-1.649, -3.796, 2.256], [1.193, 0.259, -0.852], [1.481, 0.928, 0.301], [2.802, 0.887, 0.503], [3.388, 0.216, -0.571], [2.348, -0.162, -1.413], [2.481, -0.943, -2.692], [1.598, -2.192, -2.681], [2.287, -0.102, -3.956], [3.489, 1.544, 1.666], [2.604, 2.558, 2.384], [4.060, 0.512, 2.643], [-2.362, 3.148, 4.012], [-0.838, 2.694, 3.273], [-2.303, 1.696, 3.039], [-1.943, 4.569, 2.054], [-4.237, 2.604, 1.600], [-4.126, 4.218, 0.892], [-4.286, 4.032, 2.642], [-1.792, 4.865, -0.716], [-0.665, 4.458, -2.898], [-0.862, 1.672, -4.125], [-0.712, 3.212, -4.964], [-2.170, 2.856, -4.038], [1.399, 2.217, -2.733], [1.555, 3.849, -2.081], [1.486, 3.595, -3.830], [-0.237, 0.395, -2.602], [-3.502, -3.015, -0.803], [-3.359, -2.106, -3.075], [-0.784, -0.862, -4.126], [-2.082, -1.609, -5.047], [-1.108, -2.589, -3.954], [-2.645, 0.843, -2.858], [-4.194, 0.069, -2.542], [-3.579, 0.173, -4.197], [-3.549, -2.961, 1.775], [-1.595, -1.292, 3.420], [-3.082, -2.051, 3.944], [-3.154, -0.702, 2.813], [-0.632, -3.475, 2.491], [-1.600, -4.488, 1.415], [-2.041, -4.332, 3.121], [4.440, 0.059, -0.745], [3.525, -1.271, -2.695], [0.554, -1.943, -2.503], [1.912, -2.889, -1.904], [1.663, -2.708, -3.640], [1.269, 0.274, -4.049], [2.498, -0.714, -4.833], [2.966, 0.751, -3.968], [4.335, 2.081, 1.225], [1.789, 2.060, 2.913], [2.185, 3.288, 1.692], [3.191, 3.091, 3.132], [3.255, 0.012, 3.182], [4.696, 1.007, 3.378], [4.659, -0.240, 2.128], [3.574, -6.090, 0.935], [2.722, -4.516, 1.916], [2.289, -4.674, 3.246], [1.718, -3.607, 3.889], [1.551, -2.377, 3.223], [1.997, -2.229, 1.902], [2.585, -3.283, 1.249], [0.898, -1.253, 4.001], [0.703, -1.416, 5.185], [0.647, -0.146, 3.365], [2.411, -5.624, 3.748], [1.377, -3.682, 4.912], [1.897, -1.279, 1.399], [2.945, -3.171, 0.237]], "lowdin_spin": [0.794, 0.021, 0.002, 0.001, 0.016, 0.005, 0.007, 0.001, 0.000, 0.000, 0.003, 0.090, -0.002, 0.014, 0.245, 0.025, 0.013, 0.008, 0.002, 0.000, 0.000, 0.001, 0.005, 0.000, 0.008, 0.307, 0.041, 0.059, 0.093, 0.013, 0.005, 0.007, 0.001, 0.005, 0.000, 0.002, 0.006, 0.006, 0.001, 0.000, 0.000, 0.000, 0.001, 0.000, 0.000, 0.000, 0.000, 0.000, 0.000, 0.000, 0.000, 0.002, 0.001, 0.000, 0.000, 0.000, 0.000, 0.000, 0.000, 0.000, 0.002, 0.000, 0.001, 0.000, 0.000, 0.000, 0.003, 0.002, 0.000, 0.000, 0.001, 0.000, 0.000, 0.000, 0.000, 0.004, 0.000, 0.000, 0.000, 0.000, 0.000, 0.000, -0.001, 0.000, 0.000, 0.001, -0.003, 0.000, 0.008, 0.027, 0.147, 0.000, 0.000, -0.002, 0.000]}



2.
{"formula": "C18H37N4O10", "method": "ωB97M-V/def2-TZVPD", "e_lumo_ev": -3.40, "e_homo_ev": -12.461, "orbital_gap_ev": 9.059, "charge": 1, "e_above_lowest_ev": 0.617, "elements": ["C", "C", "C", "C", "O", "N", "C", "N", "C", "N", "N", "H", "H", "H", "H", "H", "H", "H", "H", "H", "H", "H", "H", "H", "C", "C", "O", "C", "O", "O", "C", "H", "H", "H", "H", "H", "H", "H", "H", "C", "C", "O", "C", "O", "O", "C", "H", "H", "H", "H", "H", "H", "H", "H", "C", "C", "O", "C", "O", "O", "C", "H", "H", "H", "H", "H", "H", "H", "H"], "xyz": [[1.056, 0.304, -0.549], [0.851, 1.734, -1.190], [0.038, 2.698, -0.279], [-1.505, 2.641, -0.497], [-1.897, 1.928, -1.719], [-2.825, 0.996, -1.397], [-4.123, 1.062, -1.206], [-4.550, -0.198, -0.870], [-3.454, -0.964, -0.886], [-3.295, -2.278, -0.668], [-2.348, -0.237, -1.233], [0.895, -0.421, -1.383], [0.309, 0.082, 0.237], [2.094, 0.141, -0.218], [1.872, 2.166, -1.260], [0.489, 1.681, -2.232], [0.400, 3.729, -0.460], [0.227, 2.474, 0.787], [-2.023, 2.187, 0.366], [-1.874, 3.687, -0.547], [-4.720, 1.970, -1.302], [-2.625, -2.775, -1.241], [-3.738, -2.813, 0.066], [-1.381, -0.533, -1.344], [-5.164, -0.679, 1.905], [-6.236, -0.169, 2.848], [-7.328, -1.086, 2.933], [-7.117, -2.160, 3.704], [-6.110, -2.401, 4.320], [-8.207, -2.925, 3.656], [-8.088, -4.158, 4.370], [-5.593, -0.918, 0.937], [-4.379, 0.067, 1.773], [-4.708, -1.595, 2.290], [-6.647, 0.765, 2.464], [-5.832, 0.040, 3.840], [-7.772, -3.991, 5.399], [-7.388, -4.819, 3.859], [-9.070, -4.626, 4.379], [5.096, -3.789, 2.202], [5.285, -4.407, 0.831], [4.203, -5.294, 0.505], [3.077, -4.708, 0.111], [2.891, -3.522, -0.005], [2.171, -5.668, -0.119], [0.881, -5.179, -0.467], [4.943, -4.565, 2.953], [5.967, -3.195, 2.478], [4.217, -3.143, 2.224], [6.190, -5.014, 0.827], [5.403, -3.646, 0.059], [0.934, -4.482, -1.303], [0.416, -4.704, 0.399], [0.277, -6.035, -0.763], [3.734, 6.663, -3.418], [3.949, 6.155, -2.007], [4.455, 4.813, -2.008], [5.760, 4.691, -2.280], [6.523, 5.591, -2.506], [6.063, 3.389, -2.274], [7.417, 3.106, -2.639], [3.103, 5.973, -3.981], [3.261, 7.646, -3.404], [4.679, 6.745, -3.955], [2.993, 6.122, -1.482], [4.608, 6.813, -1.439], [8.117, 3.677, -2.031], [7.569, 3.318, -3.697], [7.587, 2.046, -2.466]], "nbo_charge": [-0.630, -0.422, -0.436, -0.098, -0.306, 0.141, 0.238, -0.443, 0.573, -0.809, -0.365, 0.195, 0.190, 0.254, 0.239, 0.215, 0.230, 0.228, 0.191, 0.214, 0.268, 0.417, 0.444, 0.471, -0.647, -0.069, -0.491, 0.981, -0.647, -0.487, -0.258, 0.225, 0.192, 0.220, 0.190, 0.202, 0.202, 0.186, 0.204, -0.639, -0.072, -0.484, 0.986, -0.662, -0.488, -0.256, 0.217, 0.223, 0.218, 0.199, 0.193, 0.186, 0.180, 0.200, -0.640, -0.069, -0.506, 0.980, -0.634, -0.500, -0.258, 0.206, 0.221, 0.232, 0.180, 0.201, 0.202, 0.192, 0.195]}